Model w:
53
Properties=species:S:1:pos:R:3 method="wB97M-V/def2-TZVPD" spin_multiplicity=1 orbital_gap_ev=8.1
H -3.13638 -1.99595 2.82909
C -0.79061 1.01331 -3.61987
C 0.97397 2.36298 -0.61225
C 0.50284 -0.56874 2.60411
C 2.39249 0.85666 1.48817
H -5.58090 -0.26060 -0.14051
H -1.79441 1.39067 -3.89874
H 1.45787 1.33942 3.32220
S -4.28402 1.47197 1.30086
O -0.24316 -2.51414 1.01973
H -0.22831 1.99445 -3.51887
H 3.29576 3.96453 0.88781
C 3.28810 2.03905 1.54855
H 1.07613 3.03320 1.27422
H 3.41892 2.66228 -0.36639
H 3.16936 0.16596 -0.17847
C 1.46726 0.62643 2.43575
C -1.06413 -2.64485 2.17099
N 1.44085 3.22079 0.18433
H -1.34234 -3.58213 1.94349
H 0.88121 -4.36953 -2.61933
H -2.74164 -1.78307 1.03606
C -0.52812 0.34958 -2.31503
H 2.59327 -3.82945 -2.36211
C -3.60462 0.11527 -0.93910
N -1.13605 0.94742 -1.30310
C 1.51713 -3.35278 -2.42590
C -2.40418 -1.74579 2.19321
H 0.49050 0.18945 -2.16381
H -3.60172 -0.84617 -1.82771
C -2.34839 0.88382 -0.76031
H -1.31232 3.10811 1.31169
H -1.06597 -0.63587 -2.16174
C 1.51910 -0.87422 0.36148
H 0.04078 -2.61101 -1.21708
H -0.38272 0.78929 -4.42913
C -1.45650 2.27694 0.73255
C 2.81718 3.11785 0.74852
H 3.15147 2.58847 2.78764
O 1.64401 -1.67676 -0.91498
C 0.55029 -1.37658 1.38984
C -0.45969 2.07865 -0.41274
C -2.51988 1.55673 0.47929
C -4.42708 0.14964 -0.00976
H 1.33189 -2.69063 -3.34610
H -0.70131 -2.62966 3.14239
H -0.26648 -0.51444 3.26956
H 4.36869 1.88849 1.50794
H -2.17125 -0.65737 2.20281
C 1.02995 -3.12384 -1.22365
C 2.51633 -0.06887 0.48402
H 1.13611 -3.75762 -0.25928
O 1.52074 1.92865 -1.63030

=====

Model x:
53
Properties=species:S:1:pos:R:3 method="wB97M-V/def2-TZVPD" spin_multiplicity=1 smiles="COCCSc1ccccc1C(=O)N1CCN(c2ccccc2OC)CC1" orbital_gap_ev=8.2
O -0.53565 -1.61138 3.28502
S -0.07628 1.65263 2.11578
C 0.12290 -3.05672 -4.29088
C 2.54207 1.64687 3.10045
H 2.53655 2.72489 3.08577
H 0.11097 4.23970 0.59334
H -2.17846 -0.45639 0.23953
H -0.98470 3.74004 2.72026
H 1.77680 -0.64871 0.39675
N 0.07219 -1.61234 1.11281
H -2.81741 -1.87812 -0.61124
H -0.86615 -3.22412 0.18379
H 1.06634 -2.03435 -2.69358
C -2.28136 -2.20943 -3.18298
H -4.90995 -3.01137 -3.31712
O -3.43703 -1.71795 -2.62737
H -4.64380 -1.54718 -4.30740
C 1.42926 0.92057 2.70215
O 0.86418 5.55101 2.00754
C 0.11739 -2.29253 -3.13586
C 3.68077 0.98775 3.53189
H 4.61412 -0.90316 3.90374
H 0.73141 -0.10057 -1.84064
H 4.53769 1.56606 3.84412
C 0.04301 3.40493 2.58390
C 0.92680 -1.21855 0.01985
C -2.26409 -2.99340 -4.32326
H -0.18934 0.54833 -0.47034
C 0.11760 -0.37126 -0.98141
H -1.72597 -2.50417 1.57718
H 1.29791 -2.12706 -0.47065
H -5.40646 -1.41578 -2.70360
H -1.08062 -4.02645 -5.77381
C -4.65567 -1.94621 -3.28802
H 0.81862 6.51291 0.17332
C 2.61574 -1.12286 3.16738
C 1.43447 6.43532 1.07763
H 0.56419 3.48641 3.53595
H 2.44319 6.11383 0.78899
C 0.72229 4.24192 1.50949
C 1.47056 -0.47690 2.73043
C -1.06683 -1.85940 -2.54268
H 1.48782 7.40571 1.56609
H 2.62770 -2.20215 3.20087
C -1.13542 -2.28714 0.68621
H -3.18798 -3.26831 -4.80670
C -1.06765 -3.42127 -4.88054
C 0.23779 -1.27356 2.40868
C -1.90992 -1.38181 -0.28012
N -1.08672 -1.03428 -1.42059
H 1.06408 -3.37154 -4.71619
C 3.72480 -0.39445 3.56487
H 1.70824 3.82196 1.25122

=====

model x is preferred energetically. Next in line: 15.028 eV higher.

=====

Model w:
9
Properties=species:S:1:pos:R:3 method="wB97M-V/def2-TZVPD" spin_multiplicity=1 orbital_gap_ev=11.3
F -1.00912 -1.59206 -1.31387
C -1.23129 0.53737 0.05684
H 1.48886 0.40890 -0.49911
F -0.26433 0.16422 -2.39600
H -2.25001 1.00289 0.00477
N -0.26767 0.40650 0.87416
H 1.16020 -1.10090 0.44965
C -0.46977 -0.34213 -1.17075
C 0.66390 -0.18671 -0.07401

=====

Model x:
9
Properties=species:S:1:pos:R:3 method="wB97M-V/def2-TZVPD" spin_multiplicity=1 orbital_gap_ev="5.0 / 3.8"
H 1.48584 0.94894 0.70542
F 2.20670 -0.13634 -0.93762
F -1.38849 -0.73727 -1.52490
C -1.55721 -0.47789 -0.25736
H -2.34495 -1.09958 0.18860
H 1.93962 -1.04972 0.86831
C 1.80389 -0.08687 0.34490
C -1.22605 0.75781 0.20226
N -0.91935 1.88091 0.41038

=====

model w is preferred energetically. Next in line: 4.556 eV higher.